Below is C16H21N2O3PdS2 as an isolated structure in a non-equilibrium geometry, with properties calculated with ωB97M-V/def2-TZVPD.

XYZ file:
```
45
Properties=species:S:1:pos:R:3
C 4.363 -2.989 0.079
H 4.419 -5.996 1.420
H 5.692 -5.231 0.465
H 0.332 6.089 0.896
C 0.016 5.066 0.718
C -6.861 0.120 -0.136
H -7.160 0.453 -2.267
H -7.899 -0.093 0.082
N 1.205 4.246 0.486
C 2.409 -4.286 0.592
H -0.535 4.701 1.583
C 4.629 -5.463 0.492
O -2.973 0.913 -0.989
H 5.434 -2.920 -0.065
H -6.200 -0.144 1.890
O -0.079 2.409 0.298
H 1.953 2.374 0.110
H -0.646 5.034 -0.146
C 2.215 -1.953 0.157
C -4.586 0.366 0.592
C 3.583 -1.843 -0.024
H 4.042 -0.884 -0.238
S 1.227 -0.522 -0.021
H -4.715 0.925 -2.647
N -4.253 0.644 -0.670
H 0.228 -1.804 -1.733
C 1.611 -3.164 0.479
C -5.146 0.684 -1.689
H 1.502 -0.700 -2.354
O -0.005 -0.749 0.887
H 2.468 5.892 0.628
H 1.956 -5.236 0.851
C 1.035 2.948 0.282
Pd -1.587 0.721 0.419
H 3.167 4.408 1.270
C 0.651 -0.802 -1.680
C -5.930 0.089 0.870
C -6.461 0.424 -1.445
H 3.044 4.658 -0.488
H 4.412 -6.143 -0.333
H -0.097 -0.052 -1.930
C 3.789 -4.218 0.384
C 2.554 4.822 0.471
H 0.545 -3.213 0.659
S -3.347 0.417 1.797
```

Total charge: +1
Gap between HOMO and LUMO (spin up / spin down): 6.94 / 7.15 eV

***

Below is C26H24N5O4PtS2 as an isolated structure, with properties calculated with ωB97M-V/def2-TZVPD.

XYZ file:
```
62
Properties=species:S:1:pos:R:3
H -4.486 1.633 -2.819
C 2.893 -2.478 -0.238
H -3.086 0.559 1.127
H -1.737 -0.077 -5.554
C 1.432 2.423 -0.176
C 0.674 -1.739 3.996
C 5.100 -3.663 -0.694
C 2.891 -2.628 1.134
Pt -0.916 -0.413 -0.843
H -6.045 1.731 6.192
C 1.779 -1.850 -0.830
H -1.566 1.642 -5.230
H 1.738 -1.667 -1.894
C -0.348 -1.018 1.916
H -1.599 -0.580 5.016
C -4.723 1.337 3.135
H 2.789 4.521 -1.900
S 4.050 -2.625 -2.772
C 5.536 -3.445 -2.951
H -3.347 2.835 -3.404
H 3.726 -3.095 1.640
H 5.284 -3.989 0.319
N -1.318 -0.423 1.176
C -2.518 0.069 3.188
N -0.587 -0.360 -2.818
C -1.381 0.400 -3.517
H 6.005 -3.513 -3.919
H 0.565 3.643 -1.267
C 2.505 3.507 -0.123
C -0.410 -1.098 3.303
C 0.759 -1.552 1.209
C -2.485 0.957 -2.797
N -2.482 0.668 -1.504
H 2.546 -2.716 3.858
N 2.215 4.579 -1.070
C 5.979 -3.950 -1.768
H -0.131 0.586 -5.237
C -5.459 1.495 5.318
S -4.010 0.610 5.475
H 0.627 -1.808 5.075
C 1.733 -2.241 3.324
C -1.180 0.660 -4.970
C -3.579 1.767 -3.404
O -3.382 1.098 -0.753
C 1.813 -2.155 1.892
H -6.600 2.355 3.706
H 2.341 5.495 -0.667
C -3.711 0.676 3.779
H 3.472 3.025 -0.269
O 0.520 -0.896 -3.482
O 1.527 1.374 0.406
C -1.529 -0.535 3.935
H 0.227 -1.763 -3.800
H 2.496 3.889 0.898
N 0.744 -1.419 -0.139
H -3.774 1.460 -4.431
H 6.899 -4.505 -1.664
O 0.366 2.747 -0.906
C -5.725 1.806 4.020
C -2.361 0.100 1.786
H -4.758 1.499 2.067
C 4.000 -2.945 -1.077
```

Total charge: +1
Gap between HOMO and LUMO: 7.07 eV

***

Below is a 3-piece molecular cluster, C13H17O2 overall, with properties calculated with ωB97M-V/def2-TZVPD.

XYZ file:
```
32
Properties=species:S:1:pos:R:3
H -0.982 1.777 3.810
C 1.862 -3.176 0.771
H -0.289 2.512 -3.230
O -1.232 1.181 1.910
H 0.486 3.112 -1.776
C 0.411 -4.401 -0.761
C 2.676 -5.108 -0.391
H 2.000 -2.356 1.458
C -1.959 1.818 -1.164
H -1.185 4.084 2.688
H -2.053 -1.226 1.149
H -2.168 1.641 -0.108
C -1.217 -1.500 0.545
C -0.596 1.322 -1.499
H 3.842 -3.937 0.974
C 0.256 2.207 -2.339
C 2.882 -4.060 0.498
H 3.477 -5.797 -0.603
H 1.296 -6.099 -1.696
H -2.689 1.248 -1.742
H -0.157 3.474 1.373
C 1.443 -5.278 -1.012
H -0.893 -0.622 -0.172
H 1.183 1.713 -2.616
C -0.397 -2.423 0.399
C 0.612 -3.332 0.134
H -2.080 2.870 -1.401
C -0.403 3.368 2.427
O -0.178 0.237 -1.108
H 0.460 3.598 3.048
H -0.551 -4.524 -1.236
C -0.907 2.001 2.731
```

Total charge: +1
Gap between HOMO and LUMO: 8.37 eV

***

Number 1: total energy -51197.6657 eV. Number 2: total energy -67903.9279 eV. Number 3: total energy -17842.6575 eV.